Here is a structure of composition C28H42NO2SiW at a distorted geometry from OMol25. Energies are from ωB97M-V with the def2-TZVPD basis set.

```
! wB97M-V def2-TZVPD RIJCOSX def2/J DEFGRID3
* xyz 1 3
O -0.0291 -0.3552 -6.4395
C -0.2137 0.9415 -7.0796
C -0.4582 0.3576 -8.4786
H 0.6946 1.5573 -7.0223
H -1.0870 1.4702 -6.6729
C -0.2344 -0.9993 -7.7347
H 0.3154 0.6089 -9.2150
H -1.4780 0.5049 -8.8558
C 0.9996 -1.7433 -8.2180
H 1.8769 -1.0853 -8.2512
H 0.8233 -2.1386 -9.2277
H 1.2046 -2.5871 -7.5491
C -1.4597 -1.8960 -7.7277
H -2.3504 -1.3424 -7.4056
H -1.2891 -2.7363 -7.0445
H -1.6381 -2.2960 -8.7345
W -0.4326 -0.5333 2.1668
C -2.4948 -1.1616 2.7466
C -2.3538 0.2694 2.9385
C -2.3607 0.8625 1.6312
H -2.3454 0.8055 3.8890
C -2.7257 -0.1448 0.6844
C -2.7824 -1.3827 1.3537
H -3.1275 -2.3263 0.9228
H -2.6377 -1.9024 3.5382
H -2.2797 1.9367 1.4364
H -3.0664 0.0398 -0.3280
C 0.5847 -2.2161 3.0888
C -0.2735 -2.9119 2.1572
C 0.2517 -2.7424 0.8489
H -1.0835 -3.5906 2.4378
C 1.3742 -1.8780 0.9216
C 1.5975 -1.5525 2.2985
H 2.4632 -1.0124 2.6827
H 0.5542 -2.2963 4.1729
H -0.0798 -3.2685 -0.0424
H 2.0389 -1.6245 0.1027
O -0.1755 -0.0821 -0.7260
C -0.6023 -0.9452 -1.7970
C -0.9199 -0.0487 -2.9738
H -1.4519 -1.5373 -1.4387
H 0.2181 -1.6442 -2.0066
C -0.0281 1.1656 -2.7132
H -1.9721 0.2532 -2.9051
H -0.7520 -0.5173 -3.9421
C -0.0746 1.2725 -1.2097
H -0.3327 2.0765 -3.2222
H 0.9973 0.9216 -3.0099
H -0.9539 1.8357 -0.8635
H 0.8115 1.7228 -0.7581
C 2.5026 1.6828 1.3491
Si 1.8086 1.7058 3.1091
C 3.2373 1.1603 4.1779
C 1.4750 3.5332 3.3137
N 0.4198 0.6433 3.5690
C 0.0515 0.5240 4.9499
C -0.7689 -0.5176 5.4721
C -1.0987 -0.5682 6.8100
C -0.6000 0.4219 7.6794
C 0.2144 1.4532 7.1843
C 0.5197 1.4993 5.8413
H 3.5274 2.0931 1.4354
H 1.9403 2.3659 0.6918
H 2.5715 0.7016 0.8629
H 4.0803 1.8335 3.9650
H 3.0086 1.2159 5.2479
H 3.5482 0.1345 3.9468
H 0.7200 3.8684 2.5883
H 1.1533 3.8446 4.3129
H 2.4184 4.0578 3.0901
H -1.1706 -1.2965 4.8022
H -1.7407 -1.3805 7.1631
H -0.8505 0.3811 8.7305
H 0.6212 2.2311 7.8332
H 1.1498 2.3077 5.4485
*
```

Calculated values
Kohn-Sham gap (alpha / beta), eV: 6.925 / 6.724
HOMO level (alpha / beta), eV: -10.3 / -10.5

Results of the Mulliken charge analysis, in e, for atoms 1 through 6: atom 1 (O): -0.38, atom 2 (C): -0.44, atom 3 (C): -0.85, atom 4 (H): 0.29, atom 5 (H): 0.26, atom 6 (C): 1.54

---

Here is a structure of composition C4H4O2P2S at a distorted geometry from OMol25. Energies are from ωB97M-V with the def2-TZVPD basis set.

```
! wB97M-V def2-TZVPD RIJCOSX def2/J DEFGRID3
* xyz 0 1
C -1.0792 0.2653 0.6023
C -1.3429 -0.7965 -0.1286
C 0.2140 0.1891 1.3500
C 1.2432 -0.2851 -1.3723
O -1.4988 2.4626 2.0302
O -0.3995 -2.4405 -2.3214
P -2.0594 1.7891 0.8860
P -0.6403 -1.1206 -1.6888
S 1.2111 0.8245 0.0059
H 0.2341 0.8980 2.3320
H 0.6201 -0.8218 1.8028
H 1.9414 -1.2160 -1.1246
H 1.5562 0.2520 -2.3733
*
```

Calculated values
Kohn-Sham gap (alpha / beta), eV: 6.850 / 6.850
HOMO level (alpha / beta), eV: -8.6 / -8.6

Results of the Mulliken charge analysis, in e, for atoms 1 through 6: atom 1 (C): 0.26, atom 2 (C): -0.26, atom 3 (C): -0.37, atom 4 (C): -0.52, atom 5 (O): -0.41, atom 6 (O): -0.61

---

Here is the ion C6H12N3O with charge +1 at a distorted geometry from OMol25. Energies are from ωB97M-V with the def2-TZVPD basis set.

```
! wB97M-V def2-TZVPD RIJCOSX def2/J DEFGRID3
* xyz 1 1
C 2.4395 1.7042 0.1835
O 2.1106 0.3302 0.1863
C 0.9283 0.0740 -0.4984
N -0.1156 0.8297 -0.0383
C -1.3362 0.4103 0.1113
C -2.4525 1.3304 0.4209
C -1.7246 -1.0218 -0.1888
N -0.6256 -1.9144 0.0368
C 0.6697 -1.6581 -0.1182
N 1.7144 -2.2775 0.2495
H 3.2631 1.8848 0.8139
H 1.5038 2.3332 0.4476
H 2.7935 2.0090 -0.9652
H 0.9015 0.1439 -1.6615
H -3.0093 0.9641 1.2360
H -3.0161 1.3376 -0.4710
H -2.0300 2.2989 0.7649
H -2.7237 -1.2082 0.4359
H -1.9964 -0.9915 -1.3312
H -0.9894 -2.8287 0.4299
H 2.5855 -1.7770 -0.0399
H 1.5702 -3.3017 0.5944
*
```

Calculated values
Kohn-Sham gap, eV: 10.397
SMILES: CO[C@@H]1N=C(C)CNC1=[NH2+]
HOMO level, eV: -13.5
Energy above the lowest of the compared OMol25 structures with the same formula, charge and spin, kJ/mol: 355.35

Results of the Mulliken charge analysis, in e, for atoms 1 through 6: atom 1 (C): -0.72, atom 2 (O): -0.37, atom 3 (C): 0.22, atom 4 (N): -0.40, atom 5 (C): 0.52, atom 6 (C): -1.37

---

Here is a cluster of 2 separate species, C4H8N2O in total at a distorted geometry from OMol25. Energies are from ωB97M-V with the def2-TZVPD basis set.

```
! wB97M-V def2-TZVPD RIJCOSX def2/J DEFGRID3
* xyz 0 1
C 0.3706 1.0564 -1.8958
C 0.5991 0.2786 -0.6242
C 0.3892 0.5562 0.6859
N 0.4822 -0.5798 1.4632
C 0.7159 -1.5467 0.6273
N 0.7549 -1.0957 -0.6531
H -0.6161 1.4834 -1.9472
H 0.5537 0.3919 -2.7401
H 1.1239 1.8402 -1.9840
H 0.1416 1.4646 1.2032
H 1.0065 -2.5646 0.8177
H 1.1782 -1.6266 -1.4000
O -2.5461 0.0589 2.3525
H -1.6879 -0.3656 2.4931
H -2.4656 0.6487 1.6017
*
```

Calculated values
Kohn-Sham gap, eV: 9.671
SMILES: Cc1cnc[nH]1.O
HOMO level, eV: -9.0
Energy above the lowest of the compared OMol25 structures with the same formula, charge and spin, kJ/mol: 95.08

Results of the Mulliken charge analysis, in e, for atoms 1 through 6: atom 1 (C): -1.07, atom 2 (C): 0.59, atom 3 (C): -0.63, atom 4 (N): -0.63, atom 5 (C): -0.16, atom 6 (N): -0.13

---

Here is a cluster of 2 separate species, C2H5N3 in total at a distorted geometry from OMol25. Energies are from ωB97M-V with the def2-TZVPD basis set.

```
! wB97M-V def2-TZVPD RIJCOSX def2/J DEFGRID3
* xyz 0 1
C -1.9992 -0.2052 -0.1064
C 1.4896 0.3570 -0.0262
H -2.4532 -1.1528 -0.0123
H -2.2315 0.9489 0.0030
H -0.3328 1.3124 -0.3150
H 1.5818 1.4370 -0.1099
H 2.0745 -1.6265 -0.0105
N -0.7227 -0.7341 0.1409
N 0.1341 0.2478 0.4385
N 2.4594 -0.5846 -0.0020
*
```

Calculated values
Kohn-Sham gap, eV: 9.102
HOMO level, eV: -9.3
Energy above the lowest of the compared OMol25 structures with the same formula, charge and spin, kJ/mol: 496.49

Results of the Mulliken charge analysis, in e, for atoms 1 through 6: atom 1 (C): -0.35, atom 2 (C): 0.04, atom 3 (H): 0.33, atom 4 (H): 0.23, atom 5 (H): 0.24, atom 6 (H): 0.27

---

Here is a cluster of 2 separate species, C4H9NO in total at a distorted geometry from OMol25. Energies are from ωB97M-V with the def2-TZVPD basis set.

```
! wB97M-V def2-TZVPD RIJCOSX def2/J DEFGRID3
* xyz 1 2
C 0.4859 -2.6984 1.3179
C -0.0516 -2.5733 0.0416
N -0.1673 -1.4624 -0.6422
H 0.4043 -1.9236 2.0633
H 0.9505 -3.6157 1.6453
H -0.2171 -3.4729 -0.5485
H 0.2481 -0.6007 -0.2780
H -0.1026 -1.5572 -1.6499
C 0.3082 2.8460 -1.1528
C -0.4883 2.3776 -0.2177
O -0.0167 1.3269 0.5745
H -0.0335 3.6002 -1.8459
H 1.3245 2.4852 -1.2152
H -1.5732 2.4132 -0.2336
H -0.3025 1.3794 1.4913
*
```

Calculated values
Kohn-Sham gap (alpha / beta), eV: 8.623 / 5.512
HOMO level (alpha / beta), eV: -12.9 / -12.9
Energy above the lowest of the compared OMol25 structures with the same formula, charge and spin, kJ/mol: 138.72

Results of the Mulliken charge analysis, in e, for atoms 1 through 6: atom 1 (C): -0.67, atom 2 (C): 0.34, atom 3 (N): -0.18, atom 4 (H): 0.32, atom 5 (H): 0.29, atom 6 (H): 0.35

---

Here is the molecule C4H6O at a distorted geometry from OMol25. Energies are from ωB97M-V with the def2-TZVPD basis set.

```
! wB97M-V def2-TZVPD RIJCOSX def2/J DEFGRID3
* xyz 0 1
C 1.8404 -0.1073 0.6357
C 0.8135 0.5008 0.3501
C -0.4059 0.8971 -0.3944
C -1.0565 -0.4970 -0.3071
O -0.5600 -0.9662 0.9559
H 2.8990 -0.0709 0.5307
H -0.1363 1.2846 -1.3883
H -1.0134 1.6465 0.1252
H -0.7542 -1.1446 -1.1447
H -2.1573 -0.4386 -0.3015
H 0.5308 -1.1044 0.9386
*
```

Calculated values
Kohn-Sham gap, eV: 10.448
SMILES: C#CCCO
HOMO level, eV: -9.4
Energy above the lowest of the compared OMol25 structures with the same formula, charge and spin, kJ/mol: 326.89

Results of the Mulliken charge analysis, in e, for atoms 1 through 6: atom 1 (C): -0.41, atom 2 (C): -0.14, atom 3 (C): -0.29, atom 4 (C): -0.35, atom 5 (O): -0.57, atom 6 (H): 0.38